# 1
Below is a structure of composition C19H28MnN4O3Se in a non-equilibrium geometry, with properties calculated with ωB97M-V/def2-TZVPD.

Structure (ORCA input):
```
! wB97M-V def2-TZVPD RIJCOSX def2/J DEFGRID3
* xyz 2 2
Mn -0.22 0.27 0.16
N 1.60 -0.75 0.07
C 1.90 -1.28 1.43
C 1.29 -0.35 2.47
O 1.74 -0.18 3.56
N 0.14 0.30 1.98
C -0.24 1.54 2.61
C -0.06 2.64 1.50
O -0.09 3.80 1.70
O 0.07 2.04 0.30
H 1.69 -1.50 -0.60
H 2.32 -0.07 -0.19
H 2.97 -1.36 1.63
H 1.45 -2.27 1.55
H 0.38 1.77 3.48
H -1.29 1.56 2.90
C -5.25 -2.78 -4.21
C -5.18 -2.06 -2.87
C -3.99 -2.48 -2.02
C -2.63 -2.04 -2.56
N -2.53 -0.59 -2.76
C -2.48 0.35 -1.80
Se -2.42 -0.05 0.06
N -2.51 1.58 -2.36
C -2.57 2.87 -1.67
C -3.88 3.08 -0.91
C -5.12 3.13 -1.80
C -5.16 4.34 -2.73
C -2.54 1.42 -3.73
C -2.50 2.35 -4.77
C -2.49 1.85 -6.05
C -2.51 0.47 -6.30
C -2.54 -0.46 -5.28
C -2.55 0.05 -3.98
H -6.18 -2.53 -4.73
H -5.23 -3.86 -4.07
H -4.43 -2.51 -4.88
H -6.08 -2.28 -2.30
H -5.17 -0.97 -3.03
H -3.96 -3.57 -1.94
H -4.11 -2.09 -1.00
H -2.44 -2.50 -3.53
H -1.83 -2.35 -1.88
H -2.46 3.64 -2.43
H -1.73 2.96 -0.99
H -3.79 4.03 -0.37
H -4.00 2.30 -0.16
H -5.99 3.17 -1.14
H -5.22 2.21 -2.38
H -4.99 5.27 -2.18
H -6.13 4.41 -3.22
H -4.41 4.28 -3.52
H -2.47 3.42 -4.59
H -2.45 2.54 -6.89
H -2.49 0.12 -7.33
H -2.54 -1.52 -5.49
*
```

frontier orbital gap (alpha / beta)	5.5 / 6.3	eV
F_max	3.80	eV/A


# 2
Below is the molecule C19H28N2O, with properties calculated with ωB97M-V/def2-TZVPD.

Structure (ORCA input):
```
! wB97M-V def2-TZVPD RIJCOSX def2/J DEFGRID3
* xyz 0 1
C -1.84 -1.32 -4.60
H -2.54 -1.95 -4.04
H -2.30 -0.36 -4.78
H -1.64 -1.80 -5.56
C -0.54 -1.13 -3.83
N -0.77 -0.51 -2.53
C -0.82 0.85 -2.51
O -0.60 1.49 -3.52
C -1.15 1.54 -1.19
H -1.95 1.00 -0.68
C -1.60 2.98 -1.45
C -1.81 3.70 -0.12
C -0.55 3.62 0.74
N -0.09 2.26 0.96
C 0.11 1.57 -0.30
H 0.46 0.56 -0.08
H 0.90 2.11 -0.84
C -0.89 1.51 1.92
C -0.21 0.26 2.38
C 1.11 0.07 2.37
C 1.81 -1.13 2.80
C 1.18 -2.35 3.02
C 1.89 -3.46 3.42
C 3.27 -3.38 3.60
C 3.91 -2.18 3.38
C 3.20 -1.07 2.98
H 3.71 -0.13 2.80
H 4.98 -2.11 3.52
H 3.82 -4.25 3.91
H 1.38 -4.40 3.58
H 0.11 -2.43 2.87
H 1.73 0.88 2.03
H -0.88 -0.51 2.76
H -1.05 2.16 2.79
H -1.89 1.24 1.53
H -0.71 4.10 1.71
H 0.26 4.14 0.23
H -2.06 4.75 -0.30
H -2.65 3.25 0.42
H -0.83 3.49 -2.03
H -2.52 2.98 -2.04
C -0.99 -1.42 -1.43
H -1.71 -2.19 -1.75
C 0.29 -2.12 -0.96
H 0.08 -2.71 -0.08
H 0.69 -2.77 -1.73
H 1.06 -1.39 -0.71
H -1.43 -0.89 -0.59
H -0.04 -2.09 -3.68
H 0.12 -0.47 -4.40
*
```

frontier orbital gap	9.0	eV
F_max	0.51	eV/A
energy above the lowest of the compared OMol25 structures with the same formula, charge and spin	28.21	kcal per mole


Question: F_max of number 2 (C19H28N2O)?
Answer: 0.51 eV/A